No. 1
This record from the Open Molecules 2025 dataset describes a 2-piece molecular cluster, C3H10NS overall. The level of theory is wB97M-V/def2-TZVPD.

The calculation puts the LUMO energy at 3.50 eV.

The geometry in ORCA input format:
```
! wB97M-V def2-TZVPD RIJCOSX def2/J DEFGRID3
* xyz -1 1
C 1.94680 -1.44574 2.90468
S 2.85104 -1.17677 1.35837
H 1.22711 -0.67593 3.15646
H 1.36952 -2.38270 2.87801
H 2.58436 -1.52562 3.79331
C -0.37225 0.14400 -0.51083
N -0.74052 0.28466 -1.92593
C -1.78671 1.27946 -2.17187
H -0.79261 -0.77475 -0.11290
H 0.70893 0.04504 -0.39707
H -0.79532 0.98565 0.03822
H 0.11455 0.63812 -2.33372
H -1.45421 2.15050 -2.73829
H -2.22116 1.63386 -1.24882
H -2.63952 0.82023 -2.68960
*
```

Löwdin population analysis, charges in e, atoms 1 to 4: -0.79 -0.03 -0.03 -0.02

No. 2
This record from the Open Molecules 2025 dataset describes C3H10NS as an isolated structure at a distorted geometry. The level of theory is wB97M-V/def2-TZVPD.

The calculation puts the LUMO energy at -6.64 eV.

The geometry in ORCA input format:
```
! wB97M-V def2-TZVPD RIJCOSX def2/J DEFGRID3
* xyz 1 1
C -1.63684 0.09249 0.99326
N -2.50035 0.80346 0.22560
H -1.93891 -0.93202 1.03231
H -1.25829 0.42252 2.11446
H -2.67152 0.58460 -0.75607
H -3.19996 1.40688 0.58007
C 1.20016 -1.69979 0.32661
S 0.31779 0.35745 0.27005
C 1.95382 1.02383 -1.27028
H 0.35312 -2.07619 -0.35095
H 2.19249 -1.35064 0.04682
H 1.11707 -1.97803 1.44948
H 1.37151 1.89733 -1.26978
H 1.68916 0.23101 -2.02703
H 3.01075 1.21708 -1.36455
*
```

Löwdin population analysis, charges in e, atoms 1 to 4: -0.35 0.01 0.08 0.15

No. 3
This record from the Open Molecules 2025 dataset describes an isolated ion of composition C3H10NS and charge +1 at a distorted geometry. The level of theory is wB97M-V/def2-TZVPD.

The calculation puts the LUMO energy at -3.59 eV.

The geometry in ORCA input format:
```
! wB97M-V def2-TZVPD RIJCOSX def2/J DEFGRID3
* xyz 1 1
C 0.80226 1.35424 0.08877
N 0.44736 2.14993 1.22055
H 0.74447 2.02262 -0.83651
H 1.68731 0.60459 0.20242
H 0.87016 3.02082 1.23313
H 0.40151 1.55934 2.05015
C -1.18211 -0.76005 -1.63122
S -0.65668 -0.10595 0.06920
C 0.06388 -1.67298 0.74883
H -2.25836 -0.45744 -1.68112
H -0.94520 -1.85801 -1.55017
H -0.64955 -0.30969 -2.43669
H -0.01318 -2.38579 -0.04967
H 1.13438 -1.48813 0.87900
H -0.44625 -1.67352 1.69332
*
```

Löwdin population analysis, charges in e, atoms 1 to 4: -0.29 -0.02 0.13 0.11

No. 4
This record from the Open Molecules 2025 dataset describes C3H10NS as an isolated structure at a distorted geometry. The level of theory is wB97M-V/def2-TZVPD.

The calculation puts the LUMO energy (alpha / beta) at -10.87 / -13.25 eV.

The geometry in ORCA input format:
```
! wB97M-V def2-TZVPD RIJCOSX def2/J DEFGRID3
* xyz 2 2
C -1.75236 0.69909 -0.30036
N -1.67419 1.18257 -1.65633
H -1.91743 1.44694 0.49456
H -2.34604 -0.26949 -0.14724
H -2.25961 0.48163 -2.18592
H -2.09591 2.15415 -1.85571
C 1.08279 -1.82225 -0.45374
S -0.12860 -0.15010 0.54685
C 1.78040 0.49465 1.71471
H 0.27242 -2.50829 -0.48578
H 2.04291 -2.19284 0.15876
H 1.05838 -1.16191 -1.17988
H 1.48698 1.52139 1.60826
H 1.76837 -0.11296 2.60898
H 2.68187 0.23743 1.13285
*
```

Löwdin population analysis, charges in e, atoms 1 to 4: -0.32 0.06 0.10 0.12

No. 5
This record from the Open Molecules 2025 dataset describes a 2-piece molecular cluster, C3H10NS2 overall. The level of theory is wB97M-V/def2-TZVPD.

The calculation puts the LUMO energy at -5.24 eV.

The geometry in ORCA input format:
```
! wB97M-V def2-TZVPD RIJCOSX def2/J DEFGRID3
* xyz 1 1
S 0.55823 3.61447 1.69062
S -1.40947 3.73152 2.27490
H 0.57005 2.32097 1.32501
H -1.24434 3.43134 3.56959
C -0.82484 -0.04808 0.00707
C 0.47828 -0.81535 -0.13353
C 0.71191 -2.60052 -1.80625
N 0.59595 -1.37469 -1.50308
H -0.85819 0.77408 -0.70867
H -1.69105 -0.69585 -0.13820
H -0.88006 0.38873 1.00435
H 1.33244 -0.15205 -0.01591
H 0.58081 -1.64864 0.55346
H 0.78179 -2.88870 -2.84360
H 0.73729 -3.34541 -1.01635
H 0.56119 -0.69182 -2.25942
*
```

Löwdin population analysis, charges in e, atoms 1 to 4: 0.25 0.24 -0.27 -0.20

No. 6
This record from the Open Molecules 2025 dataset describes a 2-piece molecular cluster, C3H10O overall at a distorted geometry. The level of theory is wB97M-V/def2-TZVPD.

The calculation puts the LUMO energy at 0.90 eV. Its SMILES is CC.CO.

The geometry in ORCA input format:
```
! wB97M-V def2-TZVPD RIJCOSX def2/J DEFGRID3
* xyz 0 1
C -0.80408 -0.77609 1.04938
C -0.33157 -2.14169 1.43942
H -1.14610 -0.17749 1.90255
H -0.02295 -0.14416 0.63100
H -1.70141 -0.81244 0.42839
H 0.63382 -2.13382 1.94752
H -1.08270 -2.66948 2.03154
H -0.15234 -2.81037 0.59010
C 0.27588 1.33180 -1.82328
O 0.86775 1.53389 -0.56375
H 0.98859 1.46585 -2.64536
H -0.62941 1.92779 -1.98047
H -0.05507 0.30075 -1.97453
H 1.33408 2.39687 -0.61375
*
```

Löwdin population analysis, charges in e, atoms 1 to 4: -0.18 -0.18 0.07 0.04

No. 7
This record from the Open Molecules 2025 dataset describes a 2-piece molecular cluster, C3H10O overall at a distorted geometry. The level of theory is wB97M-V/def2-TZVPD.

The calculation puts the LUMO energy at 0.75 eV. Its SMILES is CC.CO.

The geometry in ORCA input format:
```
! wB97M-V def2-TZVPD RIJCOSX def2/J DEFGRID3
* xyz 0 1
C 0.97921 0.73447 0.34170
C 1.20882 2.00089 -0.33589
H 0.95215 0.76192 1.39879
H -0.00854 0.28921 0.03864
H 1.71514 -0.03252 0.23924
H 0.47083 2.71394 -0.05885
H 2.29315 2.17155 -0.15154
H 0.99528 1.89633 -1.41780
C -1.23868 -1.88327 -0.24787
O -1.56658 -0.84459 0.57846
H -1.99968 -2.17488 -0.98816
H -1.05870 -2.82761 0.20030
H -0.32734 -1.79655 -0.80886
H -2.41505 -1.00890 1.21182
*
```

Löwdin population analysis, charges in e, atoms 1 to 4: -0.21 -0.18 0.06 0.05

No. 8
This record from the Open Molecules 2025 dataset describes a 2-piece molecular cluster, C3H10O overall at a distorted geometry. The level of theory is wB97M-V/def2-TZVPD.

The calculation puts the LUMO energy (alpha / beta) at -4.56 / -10.89 eV.

The geometry in ORCA input format:
```
! wB97M-V def2-TZVPD RIJCOSX def2/J DEFGRID3
* xyz 1 2
C 0.23013 -0.72567 1.27579
C -1.11076 -0.57093 2.02468
H 0.87221 -1.46937 1.72168
H 0.08968 -1.03660 0.23358
H 0.76857 0.22240 1.24583
H -1.93367 -0.90923 1.39659
H -1.17925 -1.29619 2.83023
H -1.28883 0.42871 2.38420
C 0.55037 1.20029 -1.92597
O 0.40483 -0.09778 -2.43717
H 0.96019 -0.24993 -3.24390
H -0.24316 1.76246 -2.49216
H 1.55136 1.60132 -2.14616
H 0.32832 1.14051 -0.86720
*
```

Löwdin population analysis, charges in e, atoms 1 to 4: -0.16 -0.14 0.07 0.04

The E_tot results, record by record, are as follows: -15598.32103; -15585.87772; -15589.97725; -15573.18563; -26426.27909; -5319.92064; -5318.97010; -5309.22502 eV.